C22H24N4O3S | wB97M-V/def2-TZVPD

Highest occupied orbital energy in Eh: -0.285
SMILES: C=CCN1C(=O)[C@H](CC(=O)Nc2ccc(OCC)cc2)N(Cc2ccccn2)C1=S
Kohn-Sham gap in eV: 7.967
E_tot in hartree: -1695.7113
Relative energy (zero: lowest compared OMol25 entry of this formula, charge and spin) in kcal/mol: 23.2
Strongest force on any atom in eV/A: 0.727

```
54
Properties=species:S:1:pos:R:3:lowdin_charge:R:1
S 1.96 -0.15 2.40 0.728
O -1.46 1.75 0.48 0.084
O -3.23 -4.59 0.34 -0.057
O 0.79 4.44 0.97 0.123
N 1.84 1.22 0.13 -0.056
N 1.46 0.07 -2.88 0.083
N -0.85 0.22 -1.10 0.134
N 1.24 2.39 1.91 -0.003
C 2.48 0.35 -2.07 -0.264
C -2.97 -2.19 0.77 -0.012
C 1.67 1.16 1.47 -0.776
C -2.71 -3.36 0.07 -0.273
C 0.98 2.71 3.30 -0.156
C 2.75 0.80 -4.75 -0.050
C -1.50 -0.95 -0.68 -0.223
C 2.78 2.52 5.01 0.010
C -4.20 -4.74 1.36 -0.251
C 3.81 1.11 -3.91 -0.049
C 1.10 3.28 0.88 -0.390
C -0.85 1.43 -0.52 -0.460
C -1.83 -3.31 -1.01 -0.002
C -1.23 -2.13 -1.38 -0.022
C -5.58 -4.26 0.93 -0.065
C 3.67 0.88 -2.55 -0.008
C 2.28 0.06 -0.62 -0.121
C -2.37 -1.00 0.40 0.002
C 1.60 0.28 -4.18 -0.120
C 2.23 3.16 3.99 -0.159
C 1.39 2.49 -0.40 -0.146
C 0.09 2.42 -1.22 -0.013
H -6.30 -4.44 1.73 0.076
H -1.63 -4.22 -1.55 0.117
H -0.36 3.41 -1.21 0.133
H 2.34 1.63 5.41 0.057
H 2.68 4.05 3.57 0.104
H 3.22 -0.28 -0.17 0.116
H 0.29 2.12 -2.25 0.103
H 2.18 2.98 -0.98 0.164
H -3.64 -2.18 1.62 0.106
H -4.22 -5.81 1.56 0.122
H 4.48 1.10 -1.87 0.122
H 0.58 1.81 3.78 0.103
H 0.23 3.50 3.31 0.134
H -0.55 -2.10 -2.22 0.106
H 1.54 -0.75 -0.49 0.115
H -3.87 -4.23 2.28 0.116
H 4.72 1.52 -4.31 0.111
H -5.57 -3.20 0.70 0.067
H 3.68 2.87 5.48 0.053
H -2.58 -0.10 0.96 0.103
H 0.73 0.02 -4.79 0.115
H -5.90 -4.80 0.04 0.078
H 2.81 0.96 -5.81 0.105
H -0.22 0.07 -1.89 0.088
```


C16H39B3N2O9 | wB97M-V/def2-TZVPD

Highest occupied orbital energy in Eh: -0.315
Kohn-Sham gap in eV: 9.113
E_tot in hartree: -1494.4155
Relative energy (zero: lowest compared OMol25 entry of this formula, charge and spin) in kcal/mol: 1.1
Strongest force on any atom in eV/A: 4.133

```
69
Properties=species:S:1:pos:R:3:lowdin_charge:R:1
O 4.28 5.89 0.37 -0.194
O -4.17 0.69 2.58 0.144
O 0.20 -6.48 1.64 -0.194
O 0.13 0.29 -2.92 0.231
O -1.56 -1.32 -3.16 0.246
O -2.45 -2.84 0.98 -0.231
O -4.61 2.08 0.99 0.107
O -2.21 0.83 -2.46 0.260
O 0.98 4.17 -2.28 -0.190
N 0.23 -3.60 2.45 -0.050
N 3.78 3.32 -1.09 -0.050
C 4.73 4.36 -1.46 -0.216
C -0.66 -2.45 2.64 -0.190
C 1.23 5.30 -1.46 -0.094
C 1.08 -6.30 0.54 -0.114
C 0.69 -5.97 2.87 -0.215
C -4.56 -0.17 -0.91 -0.161
C 2.11 3.70 -3.00 -0.223
C -3.52 -1.18 -1.45 -0.034
C -2.33 -4.18 0.52 -0.077
C -4.83 -0.38 0.62 -0.066
C 3.02 2.76 -2.21 -0.192
C -4.50 0.82 1.47 -0.563
C -0.07 -4.74 3.31 -0.214
C -2.15 -2.63 2.35 -0.202
C 3.82 5.41 1.62 -0.114
C 5.27 5.07 -0.24 -0.216
B -0.29 -1.00 -2.68 -0.331
B -0.95 1.17 -2.91 -0.329
B -2.43 -0.54 -2.38 -0.532
H -4.06 -1.96 -2.00 0.122
H -4.25 -1.21 1.00 0.092
H -5.89 -0.59 0.70 0.126
H 5.71 4.37 0.47 0.121
H -0.29 -1.66 1.99 0.120
H 1.77 -5.78 2.82 0.122
H 1.13 -5.25 0.23 0.075
H -4.28 0.87 -1.08 0.092
H 0.53 -6.76 3.62 0.121
H 0.69 -6.89 -0.29 0.089
H 6.07 5.75 -0.57 0.120
H -3.02 -4.31 -0.31 0.091
H 4.27 5.11 -2.11 0.104
H -0.79 2.28 -3.29 0.117
H -3.02 -1.69 -0.62 0.093
H 0.29 5.85 -1.37 0.089
H 2.39 1.96 -1.80 0.115
H 4.66 5.18 2.28 0.087
H -0.55 -2.09 3.67 0.121
H -5.24 2.12 0.26 0.114
H 0.30 -1.81 -2.04 0.123
H 2.65 4.53 -3.46 0.112
H 0.20 -4.49 4.34 0.124
H 3.22 6.19 2.07 0.089
H -2.65 -1.70 2.63 0.112
H 3.72 2.29 -2.90 0.120
H -1.14 -4.99 3.29 0.104
H 1.51 4.99 -0.45 0.072
H 0.16 -3.89 1.48 0.065
H -1.32 -4.36 0.13 0.075
H -2.57 -4.90 1.30 0.092
H 5.56 3.90 -2.01 0.123
H 3.20 4.51 1.50 0.076
H 2.08 -6.66 0.78 0.088
H -5.50 -0.33 -1.44 0.108
H -2.61 -3.41 2.97 0.117
H 1.70 3.12 -3.83 0.116
H 3.12 3.70 -0.42 0.066
H 1.98 5.96 -1.88 0.089
```


C23H44F9O11S | wB97M-V/def2-TZVPD

Highest occupied orbital energy in Eh: -0.170
Kohn-Sham gap in eV: 3.451
Total charge: -1
E_tot in hartree: -3026.8265
Strongest force on any atom in eV/A: 8.951

```
88
Properties=species:S:1:pos:R:3:lowdin_charge:R:1
S -6.07 -1.91 1.39 1.085
F -5.28 -1.64 -2.77 -0.022
F -7.60 -2.71 1.11 -0.210
F -7.17 -0.63 -1.77 -0.005
F -6.53 -1.76 3.03 -0.180
F -4.21 -2.78 -0.39 0.021
F -6.76 -0.38 1.11 -0.169
F -4.53 -1.29 1.82 -0.176
F -6.46 -3.40 -0.87 0.001
F -5.45 -3.50 1.79 -0.200
O -0.24 -1.02 0.25 -0.024
O -3.77 5.63 4.97 -0.140
O 4.63 2.55 -0.59 -0.165
O -9.54 -2.52 -1.62 -0.136
O 7.40 1.85 -3.59 -0.148
O 1.90 0.36 0.63 -0.049
O 4.28 1.68 1.64 -0.266
O 2.26 -5.36 0.00 -0.135
O 9.20 -0.06 -0.50 -0.145
O -0.72 4.55 2.77 -0.036
O -2.95 3.66 2.06 -0.032
C 8.50 0.57 0.55 -0.156
C -5.75 -1.05 -1.45 -0.185
C -0.60 2.34 1.48 -0.082
C 3.53 -2.08 -0.33 -0.184
C -3.43 0.26 -2.20 -0.173
C 0.57 0.04 0.02 -0.175
C -1.45 3.62 2.14 -0.247
C 4.90 -2.55 0.50 -0.224
C 0.31 1.35 -0.94 -0.276
C -5.62 -2.25 -0.37 -0.219
C 2.85 0.60 -0.47 -0.289
C -9.75 -3.87 -2.01 -0.165
C 3.72 -0.64 -1.09 -0.086
C 1.87 1.46 -1.52 -0.042
C 6.70 2.49 -2.54 -0.181
C -0.01 2.68 -0.02 -0.108
C 3.96 1.66 0.18 -0.364
C 1.80 -4.64 1.12 -0.160
C -2.30 1.22 -1.43 -0.192
C -4.74 0.24 -1.22 -0.091
C -2.76 6.39 5.60 -0.162
C -0.82 1.18 -2.16 -0.125
C 5.78 -3.69 -0.34 -0.145
H 0.30 2.11 2.21 0.150
H 10.05 -0.37 -0.13 0.074
H -3.95 4.87 5.54 0.083
H -8.85 -2.54 -0.92 0.037
H 7.27 3.34 -2.17 0.078
H 1.05 3.22 0.15 0.148
H 8.25 1.55 -3.21 0.069
H -2.18 0.73 -0.35 0.108
H -0.67 3.46 -0.60 0.129
H -3.11 6.72 6.58 0.072
H -2.53 7.26 4.98 0.084
H 4.86 -0.31 -1.03 0.127
H -1.86 5.78 5.71 0.079
H -3.74 0.80 -3.20 0.128
H 4.63 -2.99 1.58 0.108
H 3.34 -2.93 -1.13 0.108
H 7.54 0.93 0.16 0.071
H -3.23 3.95 2.98 0.096
H 6.20 -4.46 0.44 0.064
H -0.64 2.09 -2.90 0.128
H 5.16 -4.23 -1.17 0.068
H 1.69 -6.14 -0.09 0.078
H 2.64 -2.13 0.43 0.085
H 6.52 1.78 -1.73 0.042
H 8.32 -0.14 1.36 0.076
H 5.61 -1.61 0.60 0.098
H 9.07 1.43 0.91 0.076
H 1.87 -5.27 2.02 0.076
H -10.52 -3.89 -2.79 0.078
H -2.65 2.34 -1.40 0.121
H 2.43 -3.75 1.26 0.039
H 0.77 -4.33 0.96 0.082
H -5.37 1.22 -1.49 0.152
H 5.74 2.84 -2.92 0.074
H 2.21 2.57 -1.77 0.139
H -2.90 -0.77 -2.35 0.126
H -4.37 0.37 -0.12 0.115
H -8.83 -4.29 -2.40 0.074
H -1.33 1.43 1.53 0.110
H 2.10 0.87 -2.53 0.118
H -10.09 -4.45 -1.15 0.076
H 3.50 -0.83 -2.24 0.119
H -0.62 0.18 -2.72 0.125
H 6.69 -3.11 -0.85 0.076
```


C12H15AsBF9PdS | wB97M-V/def2-TZVPD

Highest occupied orbital energy (spin up / spin down) in Eh: -0.316 / -0.321
Kohn-Sham gap (spin up / spin down) in eV: 5.679 / 6.402
E_tot in hartree: -4151.9019
Relative energy (zero: lowest compared OMol25 entry of this formula, charge and spin) in kcal/mol: 15.4
Strongest force on any atom in eV/A: 1.063

```
40
Properties=species:S:1:pos:R:3:lowdin_charge:R:1
Pd -0.38 -0.30 -0.93 0.492
As 0.27 -1.52 1.01 1.184
S 1.17 0.65 -2.33 0.745
F 2.47 2.42 -4.21 0.092
F -1.43 -1.71 -2.78 0.061
F 0.33 6.40 -3.09 0.144
F 2.11 5.04 -4.60 0.134
F -0.77 2.53 -0.77 0.076
F -3.74 -1.83 -2.53 0.183
F -2.32 -1.79 -0.67 0.024
F -2.57 0.09 -1.93 0.041
F -1.09 5.13 -1.17 0.135
C 0.52 -3.38 0.49 -0.396
C 0.50 5.11 -2.89 -0.141
C -0.23 4.45 -1.92 -0.146
C 1.41 4.41 -3.66 -0.145
C 0.56 -4.36 1.66 -0.152
C -2.00 -0.17 2.20 -0.162
C 1.75 0.24 2.75 -0.163
C 1.78 -1.18 2.19 -0.404
C -1.25 -1.51 2.24 -0.389
C 1.58 3.06 -3.45 -0.253
C 0.86 2.35 -2.48 -0.497
C -0.05 3.10 -1.72 -0.238
B -2.57 -1.34 -2.03 -1.246
H -0.36 -4.32 2.24 0.067
H 0.88 0.40 3.39 0.061
H 2.69 -1.38 1.64 0.075
H -2.37 0.03 1.19 0.050
H 1.43 -3.40 -0.10 0.072
H 0.67 -5.38 1.29 0.077
H 1.71 -1.91 3.00 0.066
H 1.72 0.98 1.94 0.066
H -2.86 -0.20 2.86 0.078
H 2.64 0.44 3.35 0.074
H 1.39 -4.15 2.33 0.062
H -0.31 -3.60 -0.19 0.068
H -0.86 -1.71 3.24 0.075
H -1.37 0.66 2.50 0.060
H -1.90 -2.32 1.95 0.071
```